ORCA calculation (wB97M-V/def2-TZVPD) on the molecule C10H10ClNOS.

## Properties
Energy above the lowest of the compared OMol25 structures with the same formula, charge and spin = 73.6 kcal per mole
HOMO energy (alpha / beta) = -0.27796 / -0.28312 Eh
Orbital gap (alpha / beta) = 7.6704 / 7.6788 eV
Electronic energy = -1375.27643 hartree

The geometry in XYZ format:
```
24
Properties=species:S:1:pos:R:3:forces:R:3
C 3.23964 -0.04307 -0.24319 0.101 -0.010 -0.059
C 2.82091 -0.03902 1.07772 -0.052 0.042 -0.017
C 2.34250 0.29490 -1.23438 -0.022 -0.026 0.126
C 1.50700 0.24982 1.37397 -0.062 0.018 -0.051
C 1.00493 0.59384 -0.96574 0.085 0.021 0.399
C 0.57351 0.53002 0.37298 0.640 -0.130 -0.216
C 0.19573 1.05853 -2.08747 0.246 -0.017 -0.453
C -1.09856 1.18717 -2.15498 -0.984 -1.101 3.360
C -1.86286 0.53766 0.10584 0.815 0.622 -3.395
C -2.77515 -1.80217 1.24358 0.087 0.235 -0.714
N -0.72155 0.80462 0.80439 -0.244 0.106 0.492
O -0.90218 -1.79640 -0.61599 0.898 -0.532 -0.279
S -2.21696 -1.19526 -0.42487 -1.058 0.601 1.280
Cl -3.25937 1.44857 0.57483 -0.014 -0.078 0.085
H 4.26051 -0.28760 -0.49312 0.080 -0.024 -0.033
H 3.51350 -0.26574 1.87394 0.054 -0.019 0.076
H 2.67977 0.32943 -2.26151 -0.030 0.037 -0.084
H 1.17778 0.25613 2.40455 -0.058 -0.058 0.096
H 0.79712 1.30585 -2.96861 -0.108 0.084 0.004
H -1.84074 1.57973 -2.80536 -0.278 0.219 -0.399
H -3.14918 -2.81375 1.11171 0.003 -0.046 -0.054
H -3.56572 -1.15352 1.60842 -0.104 0.013 0.061
H -1.91947 -1.80825 1.91181 0.142 0.063 -0.009
H -0.80117 1.02851 1.79147 -0.139 -0.023 -0.214
```
Positions in Å, forces in eV/Å.

ORCA calculation (wB97M-V/def2-TZVPD) on C30H43AlCl4F15IMgN3O9P3S2 as an isolated structure.

## Properties
HOMO energy = -0.27332 Eh
Orbital gap = 2.1739 eV
Electronic energy = -7908.77160 hartree

The geometry in XYZ format:
```
112
Properties=species:S:1:pos:R:3:forces:R:3
C 0.81375 -3.79085 -0.21314 -0.012 1.434 -0.104
C 1.16301 -2.32639 -0.22145 -0.121 -1.241 -0.226
C 0.09373 -1.20899 0.30653 -0.165 -0.047 -0.755
C -0.47087 -0.14501 -0.85612 -1.119 -0.618 0.388
C 0.79255 0.61374 -1.49464 0.349 -0.777 -3.277
S 1.65609 1.99096 -0.63540 -0.301 0.310 0.880
C 3.49123 1.71877 -0.39514 1.733 -0.642 0.021
C 3.94506 0.16344 -0.15217 0.553 0.684 -0.480
C -1.43485 -1.05962 -1.89592 2.446 -0.609 1.625
C -0.59400 -1.46751 -3.20499 1.722 -0.160 -1.174
C -0.88607 -2.85014 -3.99812 0.704 -1.044 -1.172
C -2.95714 -0.34610 -1.98740 1.814 -3.412 -2.739
C -4.06617 -1.52270 -1.74032 -2.760 0.735 0.256
C -3.78443 -3.06052 -2.05236 -2.283 -3.027 -0.862
C -4.64861 -4.02360 -0.98413 3.844 0.294 1.244
F -6.08839 -4.34570 -1.14343 3.274 1.027 0.777
C -3.83455 -4.50668 0.20261 -4.853 -0.405 -0.836
F -4.02415 -3.94404 1.59202 1.228 -2.069 -3.212
F -2.76425 -5.56409 0.07724 -0.450 3.262 0.503
P -3.27475 -0.10928 -3.89365 -2.004 0.968 -1.992
N -3.64669 -1.38508 -4.75377 -0.669 0.296 -0.060
N -2.99692 0.92624 -1.09694 0.660 -3.192 0.911
P -4.47336 1.23948 -0.07455 -3.289 -0.939 3.617
O -4.67768 0.05966 1.21281 -0.836 1.085 -2.953
I -6.61597 0.94706 -1.34081 1.077 -0.079 0.304
S -2.80869 2.52371 -1.69328 7.862 6.245 -11.273
O -1.26885 2.84500 -1.90595 -5.385 -2.384 3.056
O -3.28593 2.85058 -3.16241 -0.835 -2.237 5.906
C -3.44068 4.00106 -0.78587 1.476 6.261 3.084
F -3.35745 4.05213 0.69028 -0.419 -0.869 -4.118
F -2.45777 5.11976 -1.12943 -2.927 -4.397 0.732
C -4.85693 4.68923 -1.18547 -2.917 3.026 -1.985
F -5.71668 4.05485 -2.18101 3.095 1.257 3.123
F -4.65770 6.08916 -1.74066 -0.321 -4.870 1.927
C -5.86866 4.99412 0.11665 -2.823 1.737 -0.004
F -7.13847 5.49038 -0.54063 4.240 -1.732 2.477
F -6.26620 3.78311 0.85835 1.671 4.150 -2.083
F -5.40510 6.12982 0.95493 -1.540 -4.692 -2.685
C -1.77911 0.64279 -0.17676 1.741 -2.455 4.509
C -1.36006 1.64203 1.03383 1.517 1.758 -0.456
P -2.18060 1.40249 2.73510 -0.347 -5.007 4.070
O -2.30207 -0.16767 3.08520 0.300 6.040 -1.810
O -1.02535 2.01418 3.94099 -2.705 1.354 -3.443
O -3.65489 2.25872 3.02241 1.755 -1.808 -0.365
H 1.03999 -4.47720 0.71921 1.184 0.955 -2.803
H 0.24814 -4.24196 -1.14933 -0.575 1.177 2.811
H 2.23417 -1.99976 -0.61374 -1.812 -0.561 2.645
H -0.76781 -1.80523 0.84054 1.478 1.262 -1.161
H 0.66115 -0.63444 1.18745 -0.975 -1.225 -2.060
H 0.44591 1.03284 -2.56132 0.790 -0.607 2.423
H 1.65692 -0.15228 -1.80495 -2.187 1.316 0.935
H 3.85712 2.33962 0.55310 -1.339 -1.226 -2.099
H 4.04668 2.20847 -1.31980 -1.166 -1.251 1.849
H 3.36086 -0.33011 0.74403 1.106 0.943 -2.011
H 3.81161 -0.43032 -1.17602 0.248 1.112 2.339
H 5.09217 0.18224 0.14058 -2.557 -0.278 -0.863
H -1.37339 -2.05316 -1.23405 -1.238 2.050 -1.618
H 0.53081 -1.68546 -2.84870 -2.574 0.867 -0.367
H -0.44883 -0.61073 -4.02434 -0.595 -1.690 2.025
H -0.22121 -3.75962 -3.59965 -1.384 2.096 -0.548
H -0.50566 -2.68673 -5.11904 -0.933 -0.362 2.476
H -1.96364 -3.24430 -4.07428 1.661 1.065 0.146
H -4.57830 -1.54205 -0.68916 1.446 0.410 -1.704
H -4.96652 -1.24663 -2.48301 1.904 -0.674 1.725
H -4.24599 -3.36345 -3.11296 1.343 1.160 2.159
H -2.72167 -3.50353 -2.03246 -1.588 1.100 0.222
H -2.21623 0.63013 -4.53922 -0.442 -0.171 1.161
H -4.49563 0.70982 -3.92247 1.409 -0.086 0.516
H -4.60653 -1.26902 -5.19553 1.607 -0.276 1.056
H -5.55867 -0.43898 1.10585 1.783 0.828 -0.010
H -2.24091 -0.27687 0.43217 0.875 1.737 -1.204
H -0.23723 1.33174 1.32112 -2.434 0.520 -0.720
H -1.20047 2.78076 0.70652 -0.524 -2.496 0.731
H -1.03123 3.01783 3.80338 0.228 -1.661 0.574
H -4.36774 1.67576 3.44610 1.799 0.729 -0.807
F 1.73848 6.04289 -5.38264 -1.606 -1.252 1.112
Al 0.46158 5.10090 -4.53092 0.097 0.392 -0.228
F -0.94820 4.87206 -5.62805 1.643 0.139 1.408
F -0.06284 5.99543 -3.05829 0.557 -1.176 -1.659
F 1.11864 3.49323 -4.05442 -0.832 1.609 -0.447
Mg -4.63847 -6.73035 -0.10587 -0.498 0.295 0.258
C 4.68580 2.16410 5.70944 0.006 -0.280 0.259
C 5.32434 1.90122 4.36045 -0.450 0.851 1.169
C 4.36585 1.97872 3.21079 -0.432 0.787 -0.168
O 4.98887 1.15067 2.24362 0.845 -0.809 0.592
C 5.72316 0.23105 2.94308 0.858 -1.649 -0.589
O 6.24433 -0.75312 2.45164 -1.039 2.070 0.959
O 5.78959 0.56505 4.26790 0.127 -0.684 -1.287
H 3.77324 1.57184 5.83955 0.108 0.078 -0.126
H 5.36485 1.87556 6.51782 -0.019 0.176 -0.150
H 4.43077 3.22200 5.82249 0.088 -0.128 -0.064
H 6.18524 2.56569 4.21728 -0.110 -0.026 -0.112
H 4.24604 2.99742 2.83072 0.074 -0.226 -0.098
H 3.37787 1.56121 3.43486 0.098 0.049 0.176
N 5.31611 -2.63174 -0.11250 0.766 -0.483 -0.783
C 5.18492 -3.16982 -1.34482 0.039 1.288 1.849
C 5.88698 -4.28308 -1.77831 1.289 -1.240 0.200
C 6.78204 -4.88086 -0.89738 -0.865 -0.870 -2.420
C 6.94056 -4.34866 0.37806 1.913 -2.397 0.133
C 6.19114 -3.23486 0.72117 -4.174 2.573 1.356
H 4.47708 -2.66583 -1.99645 -0.043 -0.096 0.020
H 5.73983 -4.67424 -2.77861 0.015 -0.011 0.164
H 7.35119 -5.75433 -1.20198 -0.470 -0.034 0.271
H 7.63044 -4.79099 1.08776 -0.225 -0.075 -0.033
H 6.27661 -2.78468 1.70623 0.330 0.121 -0.333
F 4.66153 -4.52329 1.68055 1.799 0.437 -0.977
Cl 9.46153 -4.91103 -1.04492 -0.424 0.607 0.491
C -1.06642 1.24507 7.44716 -0.050 -0.087 -0.121
Cl 0.48326 0.42627 7.70752 -0.172 0.097 -0.076
Cl -2.34413 0.47747 8.40516 0.140 0.095 -0.143
Cl -0.93612 2.96583 7.84912 -0.019 -0.145 -0.101
H -1.32891 1.15732 6.38978 0.120 0.032 0.327
```
Positions in Å, forces in eV/Å.

ORCA calculation (wB97M-V/def2-TZVPD) on C46H27I4IrN4OS2 as an isolated structure.

## Properties
Energy above the lowest of the compared OMol25 structures with the same formula, charge and spin = 19.3 kcal per mole
HOMO energy (alpha / beta) = -0.31785 / -0.38434 Eh
Orbital gap (alpha / beta) = 4.7555 / 4.6714 eV
Expectation value of S² = 8.8962
Electronic energy = -4154.56445 hartree
2S+1 = 6
Net charge = +1

The geometry in XYZ format:
```
85
Properties=species:S:1:pos:R:3:forces:R:3
Ir 0.62317 0.27306 0.00200 -0.563 0.104 0.011
I -3.00593 -5.97624 -6.33240 0.301 0.323 0.324
C -1.91353 -4.70904 -5.03730 -0.218 -0.321 -0.318
C -0.52893 -4.73964 -5.04100 -0.068 -0.141 -0.092
C 0.18517 -3.91474 -4.18740 0.045 0.170 0.170
C -0.48273 -3.05024 -3.33050 -0.209 -0.168 -0.206
C -1.87753 -3.03034 -3.33960 0.177 -0.003 -0.005
C -2.59343 -3.85374 -4.18600 -0.081 -0.099 -0.033
C 0.17187 -2.09974 -2.40240 0.094 0.636 -0.414
C 0.42037 -2.53934 -1.07470 0.072 -1.031 0.272
C 0.47737 -3.88994 -0.68880 0.007 0.866 -0.511
C 0.75867 -3.90614 0.66780 0.139 0.792 0.368
C 0.81627 -2.56164 1.08490 0.145 -0.792 0.008
C 0.85757 -2.15074 2.44080 -0.130 0.468 0.165
C 0.89957 -3.22754 3.45790 -0.012 -0.223 0.245
C -0.30423 -3.79244 3.87400 0.139 0.100 -0.092
C -0.32183 -4.82914 4.78700 -0.008 -0.088 0.094
C 0.87527 -5.30574 5.29760 0.045 -0.390 0.357
I 0.85677 -6.91584 6.67100 0.018 0.434 -0.343
C 2.08037 -4.74184 4.91060 0.012 -0.106 0.096
C 2.09067 -3.70934 3.98730 -0.130 0.153 -0.150
C 0.61577 -0.85244 2.86030 0.227 -0.643 0.167
N 0.43797 0.22756 2.03770 0.098 0.215 -0.285
C -0.03723 1.24026 2.82510 -0.086 0.374 0.169
C -0.39743 2.50506 2.37870 0.195 -0.420 0.192
C -1.42783 3.23926 3.15170 -0.377 0.068 0.108
C -1.25433 4.07636 4.24510 0.195 -0.131 -0.235
C -2.35923 4.59806 4.90310 -0.125 0.016 0.108
C -3.63863 4.26596 4.48750 -0.312 0.215 0.296
I -5.32443 4.96486 5.55280 0.432 -0.116 -0.249
C -3.82803 3.45336 3.38110 -0.087 0.012 0.055
C -2.72653 2.95866 2.71580 0.118 0.070 0.094
C -0.10323 2.99946 1.07770 -0.064 1.081 0.047
C -0.23583 4.34746 0.70250 0.107 -0.891 0.546
C -0.01723 4.40156 -0.66280 0.281 -0.893 -0.616
C 0.23327 3.08476 -1.08740 -0.025 1.102 -0.026
N 0.25087 2.23386 -0.00400 0.007 -0.303 0.019
C 0.29187 2.69046 -2.44920 0.092 -0.611 -0.188
C 0.49667 1.38326 -2.87200 -0.064 0.523 0.044
C 0.39127 0.95216 -4.24160 0.070 -0.422 0.107
C 0.27807 -0.39614 -4.22270 0.021 0.408 0.136
C 0.35127 -0.80054 -2.84580 0.045 -0.684 0.046
N 0.55927 0.29036 -2.04670 0.152 0.021 0.252
C -0.33113 3.60606 -3.43860 -0.183 0.235 -0.244
C -1.72853 3.57136 -3.45320 0.180 0.015 -0.007
C -2.45123 4.26966 -4.39780 -0.046 0.054 -0.068
C -1.77623 5.03936 -5.33160 -0.151 0.263 -0.373
I -2.87453 6.05776 -6.82250 0.292 -0.202 0.370
C -0.39353 5.12226 -5.30370 -0.095 0.088 -0.141
C 0.32977 4.39816 -4.36800 0.047 -0.164 0.312
C -0.12863 0.79486 4.18740 0.112 -0.148 -0.165
C 0.32547 -0.48084 4.21710 0.022 0.185 -0.245
N 0.64757 -1.72394 0.00540 0.027 0.094 -0.112
H -0.00363 -5.40824 -5.70280 0.068 -0.075 -0.096
H 1.26497 -3.93864 -4.19930 0.116 -0.009 0.007
H -2.40193 -2.35574 -2.67900 -0.075 0.063 0.077
H -3.67143 -3.83304 -4.17670 -0.106 0.016 -0.020
H 0.35197 -4.71944 -1.35580 -0.067 -0.182 -0.074
H 0.90277 -4.76004 1.30040 -0.057 -0.125 0.126
H -1.23143 -3.41714 3.46810 -0.138 0.027 -0.048
H -1.26123 -5.26024 5.09670 -0.060 -0.046 0.023
H 3.00967 -5.10084 5.32450 0.068 -0.061 0.021
H 3.03047 -3.27684 3.67610 0.104 0.039 -0.014
H -0.26013 4.33216 4.58260 0.085 -0.013 0.057
H -2.21483 5.24626 5.75270 0.002 0.064 0.085
H -4.82163 3.18946 3.05350 -0.079 0.025 -0.033
H -2.86443 2.32106 1.85480 -0.049 -0.084 -0.090
H -0.43523 5.16846 1.36170 -0.182 0.090 0.174
H -0.02923 5.26706 -1.29440 -0.079 0.135 -0.172
H 0.42437 1.60016 -5.09590 -0.124 0.129 -0.106
H 0.17857 -1.07314 -5.04800 -0.060 -0.089 -0.166
H -2.25063 2.96576 -2.72710 -0.059 -0.080 0.084
H -3.52783 4.20386 -4.41370 -0.088 0.016 0.004
H 0.12807 5.74136 -6.01530 0.049 0.056 -0.106
H 1.40857 4.45656 -4.36290 0.098 -0.018 -0.017
H -0.45423 1.39446 5.01510 -0.115 0.123 0.090
H 0.43747 -1.12604 5.06590 -0.027 -0.132 0.150
C 4.97887 -1.75024 1.00740 -0.467 -0.534 0.260
O 5.73117 -0.69104 0.43910 0.287 0.446 -0.272
C 5.18367 0.44756 0.11280 -0.254 0.009 0.126
S 6.12957 1.66686 -0.51650 -0.271 0.044 -0.059
S 3.57187 0.94646 0.28000 0.617 -0.153 0.005
H 5.72387 -2.47754 1.32630 -0.125 0.055 -0.023
H 4.31687 -2.19984 0.26180 0.050 0.123 0.061
H 4.39507 -1.40754 1.86600 0.057 0.052 -0.115
```
Positions in Å, forces in eV/Å.

> Which formula does entry 1 have?

C10H10ClNOS